33
Properties=species:S:1:pos:R:3:forces:R:3:nbo_charge:R:1 method="wB97M-V/def2-TZVPD" e_above_lowest_kcal_mol=29.7 max_force_ev_per_a=4.44 energy_ev=-17073.4652 charge=+2
C 0.433599 0.297265 -1.606360 1.33 3.73 2.01 0.38
C 0.847840 0.805327 0.642448 -0.92 -0.74 0.50 0.67
C -2.488793 -2.296533 -1.144329 1.32 2.97 0.14 0.46
C 2.046278 2.033191 -1.017863 1.42 1.06 -1.07 0.10
C 3.448653 1.338615 -1.114168 0.31 0.62 1.83 -0.65
C -3.544297 -1.391380 -0.641169 0.53 0.74 0.10 -0.49
C -0.078836 -0.776043 2.236061 -0.85 -1.39 -2.06 -0.41
C 0.720032 1.387204 3.005396 -0.73 -0.19 4.04 -0.47
C -3.842096 -2.603410 -1.555609 -1.05 -1.25 0.23 -0.44
N -1.197904 -2.436819 -0.962029 -1.90 1.54 0.80 -0.65
N 1.440750 1.925702 0.326031 1.55 2.36 -1.14 -0.57
N 1.107641 1.414348 -1.979977 -0.54 -0.85 0.14 -0.55
N 0.335019 -0.004329 -0.338915 0.27 -1.56 0.18 -0.63
N 0.603729 0.472130 1.899645 -0.56 -0.04 -0.15 -0.34
H 2.286468 3.132653 -1.307882 -1.30 -1.75 0.69 0.26
H 3.821720 1.094679 -0.059184 -0.29 0.65 -1.40 0.24
H 4.214415 1.957427 -1.657986 -0.90 -0.71 0.53 0.26
H 3.307988 0.386315 -1.564520 0.18 -0.79 -0.68 0.23
H -3.581002 -1.217630 0.473172 -0.67 -0.75 -1.29 0.27
H -3.779709 -0.455890 -1.235567 0.84 -1.02 0.78 0.29
H -0.197261 -0.232577 -2.246596 -0.51 -0.64 -1.51 0.21
H 0.064700 -1.015096 3.252521 1.32 -0.61 0.95 0.25
H -1.183692 -0.792453 2.274426 0.10 0.97 -0.76 0.22
H 0.195144 -1.579911 1.477649 0.08 0.91 1.64 0.21
H 1.673719 1.457260 3.592937 -0.28 -0.90 -0.98 0.25
H 0.498217 2.448314 2.915085 -0.60 -0.09 -1.06 0.24
H -0.045043 0.963131 3.803015 1.54 1.27 -1.54 0.25
H -4.121672 -3.550392 -1.093915 -0.22 -0.07 0.04 0.29
H -4.438189 -2.473139 -2.512016 1.44 0.13 0.99 0.33
H -0.599038 -1.769624 -0.334879 -1.39 -0.77 -1.34 0.47
H 1.801436 2.659098 0.959188 -0.62 -1.11 -0.05 0.45
H 0.971313 1.836789 -2.889622 0.16 -0.22 0.02 0.45
H -0.721128 -3.014225 -1.594988 0.96 -1.49 -0.62 0.43